Run A
9
Properties=species:S:1:pos:R:3 method="wB97M-V/def2-TZVPD" homo_lumo_gap_ev="7.0 / 7.0" lumo_ev="-3.4 / -3.4" e_homo_ev="-10.45 / -10.44"
C -0.3809 0.1767 -0.5946
C -0.4528 -0.1034 0.7227
C -2.2123 1.4533 -0.0959
N -1.4428 1.0108 -0.9570
O -1.4077 1.6725 2.5091
F -4.5786 1.2710 0.0521
S -1.9658 0.7097 1.5660
H 0.1637 -0.3165 -1.3267
H 0.1505 -0.6006 1.2752

---

Run B
9
Properties=species:S:1:pos:R:3 method="wB97M-V/def2-TZVPD" homo_lumo_gap_ev="7.7 / 7.2" lumo_ev="-0.7 / -1.0" e_homo_ev="-8.39 / -8.26"
C -1.5667 2.6570 -0.6245
C 3.2768 0.5299 -0.3016
C 2.2321 0.4744 0.2366
N -0.7807 1.7852 -0.9698
O -0.1939 0.3640 -2.9547
F 1.1952 0.0521 0.8771
S 0.3837 1.1716 -1.8762
H -2.5497 2.5339 -0.2331
H 4.1877 0.4656 -0.7735

---

The structure with the least stability is run A.

---

Run A
14
Properties=species:S:1:pos:R:3 method="wB97M-V/def2-TZVPD" homo_lumo_gap_ev="7.4 / 7.3" lumo_ev="-2.0 / -1.4" e_homo_ev="-9.40 / -8.75"
C 1.2261 -0.0702 -0.0151
O 1.6718 0.8265 -0.9278
O 1.1434 -1.4577 -0.9055
O 1.6855 -0.1994 1.0953
H 2.3402 1.3632 -0.4721
H 1.0697 -2.1707 -0.2412
C -0.7607 -0.0747 0.0065
N -1.1815 1.0835 -0.6972
N -1.2818 -0.0612 1.3098
O -0.8027 -1.2109 -0.6283
H -0.7614 0.4859 1.9833
H -0.7018 1.1945 -1.5811
H -2.1809 1.2427 -0.6799
H -1.4659 -0.9515 1.7534

---

Run B
14
Properties=species:S:1:pos:R:3 method="wB97M-V/def2-TZVPD" homo_lumo_gap_ev=10.6 smiles="CO[C@](N)(O)[N+](=O)[O-]" lumo_ev=0.6 e_homo_ev=-10.05
C -1.6985 0.3245 -0.8361
O -0.3283 0.4123 -0.9756
C 0.3043 0.0657 0.2389
N -0.1039 -1.1310 0.8317
O 0.3679 1.0379 1.1898
N 2.0188 -0.0351 -0.1590
O 2.5743 -1.1274 -0.2878
O 2.5770 1.0481 -0.3090
H -2.1473 -0.6743 -1.3753
H -2.2535 1.1099 -1.4009
H -1.9976 0.2195 0.2650
H -0.0110 -2.0324 0.2687
H 0.2873 -1.1001 1.7994
H 0.4106 1.8825 0.7502

---

The structure with the least stability is run A.

---

Run A
11
Properties=species:S:1:pos:R:3 method="wB97M-V/def2-TZVPD" homo_lumo_gap_ev=8.7 lumo_ev=0.7 e_homo_ev=-8.05
H 2.9868 -0.2649 -0.0222
N 2.1793 -0.9110 -0.0231
C 1.0814 -0.2972 -0.0544
N 0.6878 1.0009 -0.0409
N -0.6957 1.2299 0.0138
C -1.1898 0.0007 -0.0465
S -2.8182 -0.4343 -0.0285
N -0.1656 -0.9361 -0.0042
H 1.3812 1.7267 0.0587
H -3.2670 0.8235 -0.0016
H -0.1803 -1.9380 0.1488

---

Run B
11
Properties=species:S:1:pos:R:3 method="wB97M-V/def2-TZVPD" homo_lumo_gap_ev=9.4 smiles="[H]/N=c1/cn[nH]n1S" lumo_ev=0.5 e_homo_ev=-8.88
H 0.6924 2.2841 -0.1873
N -0.2808 2.1167 -0.0119
C -0.5477 0.8829 -0.0746
C -1.8662 0.2470 0.1060
N -1.7866 -1.0365 0.1090
N -0.4761 -1.3954 0.0197
N 0.2827 -0.2316 -0.3139
S 1.9310 -0.2317 0.0302
H -2.8039 0.7703 0.2306
H -0.3500 -2.1214 -0.7036
H 1.8743 -0.1768 1.3684

---

The structure with the least stability is run B.

---

Run A
24
Properties=species:S:1:pos:R:3 method="wB97M-V/def2-TZVPD" homo_lumo_gap_ev=9.3 lumo_ev=0.3 e_homo_ev=-8.96
C 2.3472 1.4064 -0.3811
C 2.8127 0.0619 0.0412
C 0.2310 -0.0003 0.5885
C -2.0513 0.8156 0.9662
C -1.5123 -1.6506 0.1503
C -1.2418 0.2508 -1.4067
C -1.2353 -0.1860 0.1218
O 1.5756 -2.1807 0.6285
S 1.0475 1.9590 0.6896
S 1.3789 -1.0760 -0.3273
H 3.0270 2.1118 -0.6464
H 1.7046 1.1863 -1.2593
H 3.7096 -0.3050 -0.4544
H 2.7943 -0.1033 1.1768
H 0.2650 -0.3816 1.6231
H -1.2201 1.2771 1.5612
H -2.7828 0.3396 1.5015
H -2.4432 1.5186 0.2911
H -2.4441 -1.7901 -0.3361
H -0.7774 -2.2714 -0.4911
H -1.4406 -2.0481 1.1251
H -1.1204 1.3933 -1.5523
H -2.2120 0.0093 -1.7817
H -0.4120 -0.3367 -1.8286

---

Run B
24
Properties=species:S:1:pos:R:3 method="wB97M-V/def2-TZVPD" homo_lumo_gap_ev=9.3 lumo_ev=0.6 e_homo_ev=-8.68
C 1.1459 -2.6950 1.3615
C 2.3080 -1.6564 1.1853
C 0.0858 -0.8937 -0.0943
C -2.2529 0.3539 -0.6611
C -0.2245 0.7682 -2.1238
C -0.1343 1.6072 0.2329
C -0.7280 0.5112 -0.7522
O 2.1522 -1.4779 -1.6778
S -0.3572 -1.5920 1.4626
S 1.9796 -0.7907 -0.4101
H 1.0556 -3.3752 0.5871
H 1.1774 -3.1368 2.4163
H 2.4261 -0.8740 1.9479
H 3.3682 -1.9853 1.2586
H -0.1177 -1.6451 -0.8027
H -2.6724 1.1578 -1.1618
H -2.7448 0.3667 0.2370
H -2.4480 -0.6231 -1.1206
H -0.5166 1.9150 -2.2595
H 0.8298 0.7878 -2.1448
H -0.8347 0.1732 -2.8502
H -0.2939 2.6509 0.0231
H 0.8844 1.3978 0.1742
H -0.5475 1.3680 1.2032

---

The structure with the least stability is run A.

---

Run A
16
Properties=species:S:1:pos:R:3 method="wB97M-V/def2-TZVPD" homo_lumo_gap_ev=8.7 smiles=CN1BCCC1 lumo_ev=0.4 e_homo_ev=-8.29
C 2.1923 0.1903 0.0605
N 0.9049 -0.1912 0.4292
B -0.3452 1.2415 0.6021
C -1.6429 0.5346 0.6203
C -1.3921 -0.7486 -0.2645
C 0.1360 -0.8451 -0.6531
H 2.7080 -0.6773 -0.2467
H 2.2657 0.8057 -0.8125
H 2.7526 0.5496 0.9089
H -0.0545 2.3487 0.8484
H -1.8171 0.1203 1.5917
H -2.6541 1.1642 0.3997
H -1.7685 -1.6708 0.2478
H -1.9357 -0.7065 -1.1687
H 0.4204 -1.8592 -0.9737
H 0.2301 -0.2563 -1.5894

---

Run B
16
Properties=species:S:1:pos:R:3 method="wB97M-V/def2-TZVPD" homo_lumo_gap_ev="7.9 / 7.1" lumo_ev="0.4 / 0.5" e_homo_ev="-7.57 / -6.64"
B 0.3978 1.0977 -0.0821
C 2.0575 0.9485 -0.0900
C 2.4336 -0.3382 0.5013
C -2.0282 0.9761 0.0517
C -0.7962 -1.1704 -0.2890
N -0.7503 0.2922 -0.1233
H 2.2581 0.8535 -1.0926
H 2.6364 1.8608 0.3260
H 2.5475 -0.4703 1.5687
H 2.0379 -1.2872 0.1148
H -1.5747 1.9944 0.4079
H -2.6261 1.2013 -0.9275
H -2.7043 0.4752 0.7910
H 0.1055 -1.5859 0.1910
H -1.7477 -1.5852 0.0301
H -0.7518 -1.3317 -1.3953

---

The structure with the least stability is run B.

---

Run A
49
Properties=species:S:1:pos:R:3 method="wB97M-V/def2-TZVPD" homo_lumo_gap_ev=7.4 smiles="CC(C)C1=CC2=C(C(=O)C1=O)[C@@]13CCCC(C)(C)[C@@H]1C[C@@H]2OC3" lumo_ev=-1.4 e_homo_ev=-8.84
C 4.8353 2.0081 1.1392
C 4.6607 1.0896 0.0345
C 5.5070 -0.1038 0.1945
C 3.1864 0.7391 -0.2348
C 2.1810 1.2527 0.5369
C 0.7810 1.1065 0.1617
C 0.2742 0.4806 -1.0048
C 1.2456 -0.0435 -1.9432
O 0.8963 -0.7588 -2.8818
C 2.7316 0.0968 -1.5508
O 3.6695 -0.1400 -2.1892
C -1.2475 0.2973 -0.9189
C -1.9298 -0.5107 -2.0699
C -2.1681 -2.0252 -1.8612
C -3.0152 -2.2164 -0.6622
C -2.8289 -1.2572 0.5487
C -3.0237 -2.1398 1.8673
C -4.0535 -0.3138 0.7060
C -1.4485 -0.4990 0.4883
C -1.0920 0.4796 1.5888
C -0.3377 1.6059 1.0815
O -1.4428 2.2555 0.4115
C -1.8542 1.7103 -0.8496
H 5.9022 2.2222 1.2925
H 4.4305 2.9887 1.0100
H 4.3293 1.6090 2.0139
H 4.9817 1.6869 -0.8022
H 5.7737 -0.6663 -0.7158
H 4.9584 -0.9522 0.7595
H 6.3840 0.1926 0.7313
H 2.2635 1.7931 1.4355
H -2.8368 0.0434 -2.1105
H -1.4734 -0.2775 -3.0474
H -1.2380 -2.6415 -1.7170
H -2.4829 -2.3205 -2.8545
H -4.0570 -2.2573 -1.0470
H -2.6968 -3.2436 -0.3302
H -2.3743 -3.0759 1.8318
H -4.0665 -2.4313 1.9391
H -2.7891 -1.6199 2.8216
H -5.0543 -0.8105 0.5305
H -3.9833 0.3368 1.6676
H -3.9875 0.4693 -0.0351
H -0.6927 -1.2662 0.4886
H -1.9443 0.8830 2.1169
H -0.4577 -0.1679 2.2740
H 0.0523 2.2688 1.7984
H -2.8787 1.7612 -0.9626
H -1.5889 2.3617 -1.6813

---

Run B
49
Properties=species:S:1:pos:R:3 method="wB97M-V/def2-TZVPD" homo_lumo_gap_ev=9.8 smiles="C=C[C@]1(C)CC[C@@H]2C(=C[C@H]3OC(=O)[C@@]4(C)C(=O)CC[C@@]2(C)[C@@H]34)C1" lumo_ev=0.5 e_homo_ev=-9.36
C 0.2566 -1.1217 4.8960
C 0.4242 -0.1675 3.9099
C 1.5524 -0.2488 2.8837
C 2.8939 -0.4825 3.6275
C 1.6545 1.0847 2.0945
C 0.4719 1.3305 1.1076
C -0.3034 0.0943 0.6527
C 0.7057 -1.0292 0.6024
C 1.1838 -1.5931 -0.5889
C 0.7157 -1.1220 -1.9449
O -0.0749 -1.9978 -2.7865
C -0.8887 -1.2182 -3.5384
O -1.7241 -1.6319 -4.3161
C -0.7249 0.2621 -3.2746
C 0.2471 0.8922 -4.3373
C -2.0311 1.0686 -3.2670
O -2.5873 1.3539 -4.3137
C -2.7027 1.5727 -2.0067
C -1.8477 1.5462 -0.7475
C -1.1106 0.2080 -0.6746
C -2.1472 -0.9787 -0.6155
C -0.0702 0.1753 -1.8890
C 1.3001 -1.4624 1.9239
H -0.4304 -0.9146 5.6887
H 0.8456 -2.0532 4.9416
H -0.2134 0.7124 3.9288
H 2.9701 0.2103 4.4899
H 3.7787 -0.2888 3.0062
H 2.9848 -1.4991 3.9796
H 1.6705 1.9660 2.7595
H 2.5946 1.1080 1.5155
H -0.2454 2.0313 1.5709
H 0.8838 1.8450 0.2450
H -1.0340 -0.1087 1.4414
H 1.9186 -2.3759 -0.5274
H 1.6563 -0.9511 -2.4787
H -0.1870 0.8645 -5.3415
H 1.1767 0.2937 -4.3856
H 0.4948 1.9486 -4.1349
H -3.0474 2.5924 -2.1868
H -3.6388 1.0202 -1.8359
H -2.4551 1.6430 0.1403
H -1.1402 2.3881 -0.7773
H -2.5780 -1.2655 -1.6115
H -1.6844 -1.8912 -0.1818
H -2.9942 -0.6893 0.0217
H 0.6431 1.0464 -1.7861
H 2.2363 -2.0375 1.7229
H 0.6013 -2.1298 2.3980

---

The structure with the least stability is run A.

---

Run A
8
Properties=species:S:1:pos:R:3 method="wB97M-V/def2-TZVPD" homo_lumo_gap_ev=9.3 lumo_ev=0.2 e_homo_ev=-9.08
C 0.0496 -0.5323 0.4131
C 0.3795 1.1646 -1.0237
F 1.2079 -1.0761 0.8112
P -1.5159 -0.8937 1.0501
H 1.3824 1.2353 -0.7516
H -0.3523 1.7506 -0.4348
H -0.0241 0.5606 -1.7421
H -1.1271 -2.2088 1.6777

---

Run B
8
Properties=species:S:1:pos:R:3 method="wB97M-V/def2-TZVPD" homo_lumo_gap_ev=10.0 smiles="C=CPF" lumo_ev=0.6 e_homo_ev=-9.42
C -0.3555 -0.5309 1.4477
C 0.1249 -0.4423 0.1844
P -0.2256 0.1675 -1.9860
F 1.1724 1.0459 -2.0626
H 0.4907 -0.4379 2.1959
H -1.3836 -0.8347 1.8280
H 1.2538 -0.2210 0.1106
H -1.0771 1.2535 -1.7179

---

The structure with the least stability is run A.

---

Run A
19
Properties=species:S:1:pos:R:3 method="wB97M-V/def2-TZVPD" homo_lumo_gap_ev=5.5 lumo_ev=6.3 charge=-2 e_homo_ev=0.80
C 0.1492 2.6250 -0.8148
N 0.4913 1.3870 -0.0980
C -0.3140 0.1873 -0.3881
C -0.6501 -0.5577 0.8798
S 0.7353 -1.4314 1.7119
C -1.6518 0.4068 -1.2697
O -2.7800 0.6609 -0.5627
H 0.9920 3.3299 -0.7757
H -0.6921 3.1813 -0.3817
H -0.1667 2.4649 -1.8446
H 0.3098 1.6744 0.8551
H 0.3013 -0.3945 -1.0808
H -1.4900 -1.2396 0.7407
H -1.1156 0.1439 1.5863
H -1.6492 -0.5530 -1.8673
H -1.4791 1.1691 -2.0488
H 2.9226 -0.8890 -0.4092
H 1.9179 -1.9864 -0.2939
O 2.7470 -1.7482 -0.7983

---

Run B
19
Properties=species:S:1:pos:R:3 method="wB97M-V/def2-TZVPD" homo_lumo_gap_ev=5.9 lumo_ev=5.9 charge=-2 e_homo_ev=0.09
C -1.5419 -0.1535 -0.2147
N -1.9834 -1.3100 0.5542
C -1.9358 -1.1555 2.0192
O -3.1188 -0.7872 2.5453
C -0.0022 0.0404 -0.2095
C 0.4441 1.3956 -0.7254
S 1.7997 1.3795 -1.9909
H -2.0611 0.7588 0.0917
H -1.7733 -0.3665 -1.2553
H -2.9417 -1.5288 0.3262
H -1.0948 -0.4690 2.2536
H -1.6369 -2.1543 2.4222
H 0.3995 -0.7955 -0.7866
H 0.2665 -0.1420 0.8327
H 0.7575 2.0707 0.0704
H -0.3570 1.9608 -1.2065
H 3.6502 0.2234 -0.3857
H 2.8067 -0.9515 -0.0469
O 3.7310 -0.6775 -0.0382

---

The structure with the least stability is run A.

---

Run A
9
Properties=species:S:1:pos:R:3 method="wB97M-V/def2-TZVPD" homo_lumo_gap_ev=7.5 smiles="[H]/N=C/OS(=O)(=O)I" lumo_ev=-2.6 e_homo_ev=-10.08
H 1.7755 2.5559 1.0574
N 1.0568 1.8908 1.3285
C 0.7659 1.0056 0.4466
O -0.1424 -0.0157 0.4499
S -0.7803 -1.5441 -0.4326
O -1.1935 -2.4244 0.5506
O 0.1776 -1.9286 -1.3866
I -2.8383 -0.6730 -1.4419
H 1.1786 1.1334 -0.5720

---

Run B
9
Properties=species:S:1:pos:R:3 method="wB97M-V/def2-TZVPD" homo_lumo_gap_ev="7.5 / 6.8" lumo_ev="-2.1 / -2.3" e_homo_ev="-9.58 / -9.10"
C 0.7419 -1.3589 0.0631
N -1.2812 2.1260 -1.0649
O -0.7516 3.1977 -1.3034
O -0.7049 1.2132 -0.3561
O 0.0496 0.0245 2.1250
S 0.7955 0.3157 0.9243
I -1.1968 -2.0224 -0.6135
H 0.9623 -2.0296 0.8932
H 1.3852 -1.4661 -0.6678

---

The structure with the least stability is run B.

---

Run A
18
Properties=species:S:1:pos:R:3 method="wB97M-V/def2-TZVPD" homo_lumo_gap_ev="8.5 / 6.6" lumo_ev="0.5 / -0.6" e_homo_ev="-8.01 / -7.12"
C 0.9139 1.3632 -2.1320
C -0.1919 1.1675 -1.5347
C -0.2393 0.6131 1.7071
C 1.1469 -0.9398 0.4075
C -1.3231 -1.3163 0.1920
C -0.1864 -0.4566 0.7075
I -2.0344 2.0580 -1.8567
H 1.1058 1.9096 -3.0521
H 1.6987 0.7007 -1.9364
H -0.6266 0.3094 2.7274
H -0.8258 1.5124 1.5520
H 0.8570 0.8993 1.8659
H 1.6467 -0.0858 0.0267
H 1.7419 -1.1473 1.2531
H 1.2469 -1.8328 -0.1927
H -2.3597 -0.9013 0.2332
H -1.2283 -1.6189 -0.7875
H -1.3423 -2.2344 0.8198

---

Run B
18
Properties=species:S:1:pos:R:3 method="wB97M-V/def2-TZVPD" homo_lumo_gap_ev=8.6 lumo_ev=0.5 e_homo_ev=-8.07
C -1.3844 -0.0714 -0.5530
C -0.7391 -1.0627 0.0010
C -2.0038 -0.3116 -1.9477
C 1.9915 -0.5317 0.3630
C 0.5288 1.3886 1.1560
C 0.9357 -0.0886 1.2279
I 1.0069 -0.6988 3.2962
H -1.3710 0.9040 -0.1732
H -0.4822 -2.1517 -0.1008
H -2.3749 -1.3191 -2.0379
H -2.8607 0.3318 -2.0788
H -1.2364 -0.1417 -2.7838
H 2.9250 -0.0789 0.5978
H 2.1060 -1.5954 0.2913
H 1.7439 0.0915 -0.5546
H 1.2971 2.1096 1.3409
H -0.3475 1.6397 1.7719
H 0.2651 1.5862 0.1839

---

The structure with the least stability is run A.

---

Run A
17
Properties=species:S:1:pos:R:3 method="wB97M-V/def2-TZVPD" homo_lumo_gap_ev=7.8 lumo_ev=4.2 charge=-1 e_homo_ev=-3.59
C -0.3125 -0.0538 -0.2361
O 0.6945 0.6135 -0.8155
C -0.3821 0.1599 1.3486
C -1.3940 -0.7957 1.9427
H -1.3143 0.3352 -0.5310
H -0.3651 -1.1318 -0.3287
H 0.6599 0.0312 1.6451
H -0.6729 1.1995 1.4328
H -2.2413 -0.2939 2.4221
H -1.8213 -1.4743 1.1883
H -1.0442 -1.5441 2.6535
H 0.2070 1.6947 -3.5280
H 0.0994 1.7104 -1.9952
O -0.1751 2.2083 -2.8123
H 2.0160 -0.4378 -0.6686
H 3.2614 -1.1846 -1.2658
O 2.7848 -1.0369 -0.4520

---

Run B
17
Properties=species:S:1:pos:R:3 method="wB97M-V/def2-TZVPD" homo_lumo_gap_ev=7.9 lumo_ev=4.1 charge=-1 e_homo_ev=-3.79
C 0.3997 -0.6178 0.0104
O 1.3318 0.3421 -0.2450
C -1.0061 -0.0762 0.3184
C -2.1075 -1.1327 0.4223
H 0.2400 -1.3839 -0.7830
H 0.6562 -1.2965 0.8547
H -0.9557 0.6774 1.1151
H -1.3514 0.5383 -0.5171
H -2.9890 -0.6584 0.8580
H -2.3578 -1.5972 -0.5342
H -1.8134 -2.0149 1.0103
H 0.2963 2.1467 -2.4740
H 0.7307 0.9003 -1.6632
O 0.1926 1.1848 -2.4483
H 2.5615 0.7745 0.6501
H 2.8955 1.2812 2.1042
O 3.2767 0.9322 1.3212

---

The structure with the least stability is run A.

---

Run A
23
Properties=species:S:1:pos:R:3 method="wB97M-V/def2-TZVPD" homo_lumo_gap_ev="5.9 / 5.9" lumo_ev="-1.0 / -1.0" e_homo_ev="-6.92 / -6.92"
C -3.3275 -0.5322 -0.5640
C -3.2285 0.9216 -0.6631
C -2.1604 -0.9922 -0.0230
C -2.1094 1.2602 0.0855
C 1.0185 0.8264 -0.9796
C 1.5071 -0.0963 -0.2419
C 3.8322 -0.5403 0.3121
C 2.3709 -0.9373 0.5165
N -1.4625 0.0786 0.4424
O -1.6807 -2.2080 0.3432
O -1.4874 2.4575 0.3521
O -0.4390 -0.2757 1.2031
H -4.0899 -1.0676 -1.0879
H -3.8859 1.5333 -1.2322
H -0.1368 1.1600 -0.9772
H 1.5298 1.5142 -1.5681
H 4.4073 -1.2459 0.8856
H 3.9494 0.4141 0.5754
H 3.9939 -0.7395 -0.7411
H 2.1423 -0.7968 1.6974
H 2.1980 -1.9913 0.2315
H -0.8459 -2.0250 0.9466
H -2.0958 3.2823 0.4868

---

Run B
23
Properties=species:S:1:pos:R:3 method="wB97M-V/def2-TZVPD" homo_lumo_gap_ev=8.9 smiles=Cc1ncc(CO)c(CO)c1O lumo_ev=0.4 e_homo_ev=-8.55
C -3.4029 -0.5036 0.1260
C -1.8814 -0.6287 0.0694
N -1.3627 -1.8259 -0.0983
C -0.0481 -1.9394 -0.2480
C 0.8497 -0.9038 -0.2499
C 2.3287 -1.1830 -0.3816
O 3.0924 -0.6853 0.7010
C 0.3344 0.3845 -0.0455
C 1.2649 1.5890 0.1086
O 0.6381 2.7671 -0.4806
C -1.0599 0.5276 0.0774
O -1.6374 1.7197 0.2950
H -3.8479 -1.4675 -0.1996
H -3.8342 -0.2153 1.1334
H -3.6802 0.3370 -0.5569
H 0.3627 -2.9671 -0.3214
H 2.4762 -2.2867 -0.5278
H 2.6996 -0.7247 -1.3029
H 2.6748 -1.0732 1.4897
H 1.5019 1.7667 1.1631
H 2.1993 1.4237 -0.4665
H 1.3139 3.4628 -0.3618
H -0.9815 2.4261 0.0774

---

The structure with the least stability is run A.